No. 1
This record from the Open Molecules 2025 dataset describes an isolated molecule of C13H13NO3S2 in a non-equilibrium geometry. The level of theory is ωB97M-V with the def2-TZVPD basis set.

Atoms and positions in Å:
H -4.357 2.352 -1.511
C 1.756 -1.756 -2.428
C -2.671 1.769 1.189
C 2.893 -0.740 0.009
H 1.284 -2.074 -3.120
C 3.617 -1.701 -0.732
C -3.714 2.016 -0.968
C 2.450 0.524 2.259
C -1.902 0.965 0.193
H 4.639 -1.688 -0.677
S -0.803 -0.196 1.048
H -2.288 1.983 2.219
H 4.161 0.509 0.802
O -0.300 -0.632 -2.105
C 3.520 -0.215 1.197
S -2.481 0.664 -1.102
H 1.963 -0.499 2.571
H 1.917 1.960 0.695
O -0.919 -1.636 0.548
H 3.498 -2.863 -2.704
C 1.464 1.241 1.364
H -0.527 -1.076 -2.770
C 3.042 -2.036 -2.090
H -4.212 3.222 0.790
H 3.028 1.201 2.791
C 1.591 -0.195 -0.312
O -0.800 -0.036 2.373
C -3.546 2.503 0.655
H 4.057 -0.930 1.549
H 0.608 1.829 1.830
N 0.690 0.501 0.399
C 0.932 -0.893 -1.537

Results
E_LUMO = 0.00031 Eh
Energy = -1579.58116 Ha
SMILES = O=S(=O)(c1cccs1)N1CCCc2cccc(O)c21
2S+1 = 1

natural (NBO) population analysis, charges in e, atoms 1 to 8:
1 H 0.14
2 C -0.29
3 C -0.24
4 C 0.00
5 H 0.16
6 C -0.27
7 C -0.41
8 C -0.42

***

No. 2
This record from the Open Molecules 2025 dataset describes a structure of composition C13H14AuN5S. The level of theory is ωB97M-V with the def2-TZVPD basis set.

Atoms and positions in Å:
H -1.883 -2.655 3.663
C 1.634 -0.118 -2.993
H 0.127 -1.104 -0.589
C 1.618 0.894 -2.041
H 3.903 -0.373 0.103
H 2.465 1.589 -0.186
H 0.814 2.344 -3.242
C -0.487 -2.806 0.578
H -4.019 1.416 0.998
N -0.232 1.255 0.007
N 0.806 2.019 -2.294
H -1.174 -4.302 1.959
C 3.265 -0.309 -0.769
H 2.457 -2.006 -3.578
H -0.163 -3.526 -0.162
H -1.566 -0.222 3.230
C -1.053 -3.242 1.773
S -0.514 3.977 0.823
C -1.452 -2.320 2.729
Au -1.737 2.643 2.392
N -4.065 2.204 1.632
H 3.910 -2.199 -1.577
C 2.463 -1.223 -2.830
C 2.455 0.800 -0.928
C -1.281 -0.964 2.490
H 0.980 -0.048 -3.854
C -0.322 -1.454 0.331
C -0.122 2.651 -0.266
N -0.582 0.892 1.138
H -4.226 3.043 1.089
H -4.850 2.063 2.255
C -0.728 -0.536 1.294
C 3.275 -1.334 -1.714
N 0.284 2.952 -1.460

Results
E_LUMO = -0.02057 Eh
Energy = -1311.34983 Ha
2S+1 = 1

natural (NBO) population analysis, charges in e, atoms 1 to 8:
1 H 0.22
2 C -0.26
3 H 0.25
4 C 0.15
5 H 0.21
6 H 0.22
7 H 0.39
8 C -0.19

***

No. 3
This record from the Open Molecules 2025 dataset describes the ion C13H14BrN2O with charge +1 in a non-equilibrium geometry. The level of theory is ωB97M-V with the def2-TZVPD basis set.

Atoms and positions in Å:
H -4.925 0.728 0.166
H 2.891 -2.117 1.081
C 0.866 -1.367 0.522
H -1.697 2.027 -2.828
C -0.167 2.642 -1.367
C 4.181 0.039 0.783
H 4.645 0.942 0.343
H -3.536 1.744 -1.501
H -1.809 -2.240 2.487
H 3.128 -0.106 -1.010
H 3.844 0.284 1.812
C 0.120 -2.048 1.546
O 0.990 2.546 -1.132
H 0.618 -2.771 2.207
C -1.826 0.822 -1.014
H -0.357 0.817 -2.602
C -3.319 -0.462 0.999
H 4.878 -0.823 0.805
C -3.868 0.436 0.121
C -1.011 1.551 -2.104
C 0.229 -0.440 -0.310
N 2.980 -0.256 -0.020
H -3.932 -0.921 1.784
Br -1.132 4.256 -0.810
C -1.908 -0.804 0.869
C -1.241 -1.745 1.689
H 0.807 0.073 -1.082
N -3.126 1.064 -0.865
C 2.391 -1.568 0.266
C -1.163 -0.124 -0.171
H 2.450 -2.180 -0.663

Results
E_LUMO = -0.17115 Eh
Energy = -3262.30563 Ha
Net charge = +1
SMILES = CNCc1ccc2cc[nH+]c(CC(=O)Br)c2c1
2S+1 = 1

natural (NBO) population analysis, charges in e, atoms 1 to 8:
1 H 0.25
2 H 0.22
3 C 0.01
4 H 0.26
5 C 0.52
6 C -0.41
7 H 0.22
8 H 0.45

***

No. 4
This record from the Open Molecules 2025 dataset describes the ion C13H14ClF4IN2O6PS with charge +1 in a non-equilibrium geometry. The level of theory is ωB97M-V with the def2-TZVPD basis set.

Atoms and positions in Å:
P -2.871 -2.293 0.451
N -0.865 2.014 -2.846
F 4.484 1.776 0.696
C -0.783 0.802 -3.690
C 1.140 0.341 -0.866
H -2.919 -3.555 -0.265
C 1.046 -0.964 -3.216
H -2.070 0.069 5.174
C 0.601 0.182 -4.256
C 0.533 0.545 0.578
H 0.761 -1.968 -3.669
F 1.596 3.688 2.384
C -1.999 -1.045 4.866
C -0.756 -0.221 1.066
H 2.188 -1.024 -3.045
N -0.773 -1.410 -1.311
S 2.608 1.363 -1.288
F 3.672 -0.436 0.494
H -0.852 1.014 2.955
F 5.124 0.440 -1.006
H -0.895 -2.125 3.127
C -1.345 0.067 2.508
H 0.040 -0.818 4.006
H 1.390 0.970 -4.480
O 3.122 1.245 -2.687
O -3.025 -2.659 1.934
C -1.011 -1.096 3.605
Cl -1.547 -2.512 -2.408
I -3.487 0.630 2.484
C 4.018 0.763 -0.164
C 1.294 1.586 1.557
H -1.499 -1.582 5.746
C -1.358 -1.238 0.029
O 2.154 1.250 2.384
H 0.296 -0.354 -5.232
C 0.422 -0.696 -1.758
O 0.888 2.972 1.470
O -1.881 0.249 -4.009
H -3.041 -1.461 4.661
H -4.030 -1.542 0.002
H -1.786 2.431 -3.095
O 2.411 2.848 -1.038
H -0.992 1.752 -1.845

Results
E_LUMO = -0.24091 Eh
Energy = -2960.88419 Ha
Net charge = +1
SMILES = CC[C@H](I)c1c(C(=O)OF)c(S(=O)(=O)C(F)(F)F)c(CCC(N)=O)[n+](Cl)c1[PH2]=O
2S+1 = 1

natural (NBO) population analysis, charges in e, atoms 1 to 8:
1 P 1.37
2 N -0.88
3 F -0.27
4 C 0.68
5 C -0.32
6 H 0.02
7 C -0.47
8 H 0.21

***

No. 5
This record from the Open Molecules 2025 dataset describes a structure of composition C13H14CoN5O2S7. The level of theory is ωB97M-V with the def2-TZVPD basis set.

Atoms and positions in Å:
C 4.253 -1.535 -0.213
O 3.729 -0.687 0.806
N 0.291 -1.617 0.569
C -0.054 3.610 -0.815
H 3.785 -1.333 -1.180
C 2.418 -0.733 1.113
H 0.850 4.099 -2.676
S 0.868 -2.636 -2.588
H 2.011 -2.119 -0.375
Co -0.448 0.078 1.335
N -2.011 1.681 3.144
S -2.109 -1.034 -1.554
O 1.955 0.038 1.916
H -1.516 3.677 1.627
H -3.850 -1.273 6.464
H -3.759 -1.745 4.753
N -1.234 1.633 2.020
H 4.136 -2.588 0.049
C 1.056 1.991 -2.195
H -2.281 -1.683 5.738
C -2.137 0.525 3.693
C -1.493 -1.213 -3.094
N 1.699 -1.727 0.504
S -1.415 -0.939 3.072
S 0.010 -1.777 -5.232
C -0.287 -1.833 -3.509
H 5.310 -1.296 -0.277
C -1.076 2.742 1.304
H 1.036 0.004 -1.422
C -1.411 -0.942 -5.740
H -0.401 4.615 -0.607
C -0.342 2.585 0.118
C 0.755 1.039 -1.253
H 1.581 1.709 -3.096
S -1.739 -0.589 -7.312
H -0.065 -1.686 -0.393
N 0.091 1.294 -0.119
S -2.436 -0.536 -4.421
C 0.636 3.320 -1.955
S -3.080 0.531 5.187
H -0.074 -2.429 1.058
C -3.248 -1.221 5.557

Results
Expectation value of S² = 3.803
E_LUMO (alpha / beta) = 0.08417 / 0.02866 Eh
Energy = -5098.22067 Ha
Net charge = -1
2S+1 = 4

natural (NBO) population analysis, charges in e, atoms 1 to 8:
1 C -0.27
2 O -0.50
3 N -0.69
4 C -0.23
5 H 0.19
6 C 0.89
7 H 0.20
8 S -0.26

***

No. 6
This record from the Open Molecules 2025 dataset describes a structure of composition C13H14F6N4O8PS3 in a non-equilibrium geometry. The level of theory is ωB97M-V with the def2-TZVPD basis set.

Atoms and positions in Å:
S -2.786 3.903 1.316
F -5.016 -7.186 3.792
O -0.632 -0.517 1.296
H -3.170 0.048 0.397
N -1.618 5.200 1.136
S -3.987 -3.910 1.016
H 6.621 4.082 -0.540
C 2.673 1.905 -2.649
H 2.329 2.026 -3.764
C 0.827 5.139 -0.316
H -0.572 0.335 -2.669
H 2.791 0.758 -2.443
C 1.580 2.677 -1.702
O -3.126 -3.894 4.162
H -0.366 -1.470 1.537
H 0.950 -0.092 -1.642
H 4.044 1.402 -0.121
O -2.910 -0.282 -0.534
C 6.216 3.715 -1.595
F -4.603 -5.839 -0.714
F -3.608 -4.119 -1.623
H 6.079 4.615 -2.337
O -2.874 -2.961 1.094
N -2.114 2.522 0.432
C 0.172 1.987 -1.122
S -4.201 -4.664 3.530
O 4.881 2.656 -3.748
C -0.568 4.502 0.279
H 5.451 2.376 0.697
H 6.961 2.897 -2.001
H 5.909 1.195 -0.723
O -5.554 -4.206 3.854
P -1.168 -0.589 -0.371
H 1.044 6.272 -0.048
C 5.090 1.933 -0.325
C 1.855 4.260 -1.275
H 2.812 4.841 -1.670
N -3.952 -5.124 2.034
O -5.297 -3.300 0.777
O -0.992 -2.127 -0.823
F -2.872 -6.909 4.067
C -0.116 0.442 -1.587
F -2.462 -5.548 -0.430
C 4.200 2.572 -2.582
F -4.260 -6.304 5.643
C -4.085 -6.318 4.290
C -0.794 2.927 -0.187
C -3.654 -4.880 -0.492
N 4.874 3.055 -1.317

Results
E_LUMO = -0.01019 Eh
Energy = -3459.50595 Ha
Net charge = -1
2S+1 = 1

natural (NBO) population analysis, charges in e, atoms 1 to 8:
1 S 0.82
2 F -0.33
3 O -0.98
4 H 0.51
5 N -0.56
6 S 2.21
7 H 0.21
8 C -0.54

***

No. 7
This record from the Open Molecules 2025 dataset describes an isolated molecule of C13H14FNO3. The level of theory is ωB97M-V with the def2-TZVPD basis set.

Atoms and positions in Å:
H -2.168 1.642 0.512
C 0.377 -3.422 2.144
C -0.068 -1.085 2.311
C 2.985 -0.898 -0.983
C -0.300 0.765 -0.734
H -0.052 0.142 -3.256
H 3.661 -1.002 -0.135
H 0.700 -4.349 2.594
H -0.777 3.623 -3.808
C -0.906 0.245 0.377
C -0.013 -3.392 0.814
H 0.650 -2.260 3.936
N 1.806 -0.230 -0.518
C -0.783 2.032 -1.265
H 3.491 -0.345 -1.781
O -1.774 2.614 -0.837
C -0.450 -1.027 0.975
O -1.946 0.795 0.979
F -0.075 0.035 3.052
C -0.387 3.781 -2.800
H 2.746 -1.896 -1.365
C 0.351 -2.265 2.900
C 0.891 0.120 -1.318
H 0.511 4.397 -2.842
H -1.148 4.259 -2.181
C -0.422 -2.206 0.236
H 0.000 -4.298 0.228
H 1.677 0.519 -3.265
H 1.150 -1.143 -3.014
O -0.021 2.527 -2.245
C 0.906 -0.100 -2.808
H -0.734 -2.180 -0.797

Results
E_LUMO = 0.02263 Eh
Energy = -884.10782 Ha
SMILES = C/N=C(C)/C(C(=O)OC)=C(/O)c1ccccc1F
2S+1 = 1

natural (NBO) population analysis, charges in e, atoms 1 to 8:
1 H 0.52
2 C -0.19
3 C 0.43
4 C -0.45
5 C -0.36
6 H 0.23
7 H 0.21
8 H 0.22

***

No. 8
This record from the Open Molecules 2025 dataset describes an isolated molecule of C13H14N2O2. The level of theory is ωB97M-V with the def2-TZVPD basis set.

Atoms and positions in Å:
O 2.840 -2.270 -0.888
C 2.293 1.652 0.320
N 4.890 -0.969 0.352
H 2.166 2.671 0.656
H -2.382 -0.713 2.532
H 5.453 -0.648 1.123
C 1.269 1.020 -0.365
H -0.111 1.892 -1.742
C -3.425 -0.595 0.676
N -4.556 -1.263 1.110
H -5.139 -1.616 0.368
C -2.279 0.637 -1.059
H -4.427 -1.894 1.884
C -0.032 1.715 -0.665
C 1.459 -0.296 -0.775
H 4.274 1.499 1.117
H 0.662 -0.811 -1.296
C -3.369 -0.099 -0.635
H -4.271 0.033 -2.323
H -0.042 2.689 -0.169
H 2.050 -2.585 -1.343
H -2.258 1.007 -2.077
H -0.447 0.602 1.765
C -1.269 0.411 1.091
C 2.639 -0.962 -0.513
C -1.217 0.908 -0.203
O -4.423 -0.392 -1.471
C 3.684 -0.317 0.171
C 3.482 0.994 0.583
C -2.353 -0.330 1.522
H 4.836 -1.971 0.256

Results
E_LUMO = 0.02436 Eh
Energy = -763.79698 Ha
SMILES = Nc1ccc(Cc2ccc(N)c(O)c2)cc1O
2S+1 = 1

natural (NBO) population analysis, charges in e, atoms 1 to 8:
1 O -0.69
2 C -0.21
3 N -0.80
4 H 0.21
5 H 0.21
6 H 0.38
7 C -0.05
8 H 0.21

***

No. 9
This record from the Open Molecules 2025 dataset describes a structure of composition C13H14N2O7P2ReS2 in a non-equilibrium geometry. The level of theory is ωB97M-V with the def2-TZVPD basis set.

Atoms and positions in Å:
H 1.536 -2.794 -3.041
O -0.956 3.277 2.423
C 1.615 -1.473 2.457
H 0.954 -1.038 3.210
C -1.927 -4.342 0.399
P -1.707 2.493 1.464
S 1.015 1.260 -1.851
C 2.221 2.367 -1.408
H 2.225 -1.026 -0.205
H -0.860 -3.414 -1.908
H 0.444 -1.438 -3.274
C 2.561 2.541 -0.103
H -4.727 -0.084 1.333
C -0.823 -3.331 0.233
H -2.463 -4.190 1.332
O -3.201 2.937 1.317
O -1.847 -0.379 -0.203
O -1.785 0.871 1.911
C -0.382 -2.974 -1.037
N 4.499 4.102 0.641
H -1.511 -5.353 0.398
H 2.077 -2.357 2.902
Re -0.013 0.593 0.060
H -3.770 2.305 0.855
S 1.727 1.653 1.080
N 3.427 3.570 -3.371
O -1.107 2.242 0.024
C 0.670 -2.097 -1.219
H 2.058 -1.170 -2.607
H -2.640 -4.280 -0.424
C 1.206 -1.849 -2.607
O -2.731 -1.504 2.024
C 2.908 3.054 -2.485
H -0.547 -3.045 2.338
P -2.612 -0.343 1.151
C 3.640 3.418 0.302
O -4.027 0.314 0.806
C 1.267 -1.519 -0.085
C -0.207 -2.769 1.347
C 0.851 -1.883 1.219
H 2.409 -0.764 2.242

Results
Expectation value of S² = 0.976
E_LUMO (alpha / beta) = -0.10198 / -0.07846 Eh
Energy = -2697.60339 Ha
2S+1 = 2

natural (NBO) population analysis, charges in e, atoms 1 to 8:
1 H 0.24
2 O -1.05
3 C -0.65
4 H 0.24
5 C -0.65
6 P 2.54
7 S 0.31
8 C -0.30

***

No. 10
This record from the Open Molecules 2025 dataset describes an isolated molecule of C13H14O5. The level of theory is ωB97M-V with the def2-TZVPD basis set.

Atoms and positions in Å:
H -1.441 0.948 1.866
C -2.461 -1.537 0.022
O 4.780 -0.259 0.203
H 4.253 -1.120 0.178
O 2.848 -1.883 0.035
H -2.855 2.008 1.807
C 2.507 0.432 -0.086
C -2.461 1.042 1.501
C -1.772 -0.303 -0.566
C -0.652 2.233 -0.560
H -0.274 3.230 -0.749
H 1.227 -3.201 -0.543
O 1.983 2.739 -0.246
H -3.539 0.935 -0.365
C 0.203 1.191 -0.344
C 3.947 0.744 0.059
H -0.307 -2.826 -1.336
C 0.615 -1.201 -0.284
H -1.918 -0.312 -1.656
H -2.293 -2.415 -0.589
C 2.051 -0.937 -0.097
C -0.274 -0.178 -0.333
O -1.962 2.154 -0.570
C 1.612 1.472 -0.233
C -2.498 0.943 -0.024
C 0.291 -2.656 -0.445
H -0.233 -3.052 0.421
H -2.109 -1.736 1.029
H -3.071 0.263 1.947
H -3.535 -1.366 0.059
H 2.989 2.745 -0.144
O 4.346 1.905 0.046

Results
E_LUMO = -0.02334 Eh
Energy = -880.01661 Ha
SMILES = CC1=C2C(=CO[C@H](C)[C@@H]2C)C(O)=C(C(=O)O)C1=O
2S+1 = 1

natural (NBO) population analysis, charges in e, atoms 1 to 8:
1 H 0.22
2 C -0.60
3 O -0.66
4 H 0.51
5 O -0.64
6 H 0.23
7 C -0.42
8 C -0.65

***

No. 11
This record from the Open Molecules 2025 dataset describes a structure of composition C13H15AsBBr2CoF4INOS. The level of theory is ωB97M-V with the def2-TZVPD basis set.

Atoms and positions in Å:
C -1.493 1.849 -0.235
C -3.280 2.017 -1.824
H 1.320 2.257 -2.265
C -2.980 0.724 -3.971
H -4.248 2.391 -2.127
H 1.267 1.011 3.203
C -1.309 0.720 -2.242
C -2.561 1.167 -2.694
I 1.977 2.646 0.305
H 0.643 0.378 4.749
F 3.292 -0.145 1.410
B 3.614 -0.974 0.331
Co 0.914 0.220 -0.767
H -0.490 0.945 3.487
S -0.267 -1.290 0.904
H -0.642 -2.236 4.978
H -2.512 -0.441 -5.686
F 2.491 -0.848 -0.655
C -0.475 -0.146 -2.994
H 2.180 -3.036 2.750
C -2.184 -0.106 -4.713
C 2.090 -2.117 3.322
Br 0.122 -1.688 -5.283
H 2.112 -2.322 4.392
C 1.852 1.638 -1.550
C -2.753 2.348 -0.609
F 3.640 -2.296 0.715
H -1.054 2.086 0.725
F 4.743 -0.551 -0.323
Br -4.653 1.271 -4.664
O 0.659 -0.499 -2.449
C 0.461 0.453 3.677
H -3.289 2.991 0.074
C -0.883 -2.298 3.917
H 2.899 -1.451 3.027
N -0.792 1.076 -1.027
H 2.840 1.329 -1.876
H -0.849 -3.335 3.588
As 0.409 -1.303 2.902
C -0.937 -0.543 -4.232
H -1.874 -1.893 3.729

Results
E_LUMO (alpha / beta) = -0.02996 / -0.02888 Eh
Energy = -10521.38425 Ha
2S+1 = 1

Mulliken population analysis, charges in e, atoms 1 to 8:
1 C 0.02
2 C -0.70
3 H 0.50
4 C -0.06
5 H 0.34
6 H 0.20
7 C 0.54
8 C 0.43

***

No. 12
This record from the Open Molecules 2025 dataset describes a structure of composition C13H15BeN3O4STe. The level of theory is ωB97M-V with the def2-TZVPD basis set.

Atoms and positions in Å:
C -2.285 1.556 0.510
C 2.219 0.310 -0.708
C 0.707 -6.050 -0.249
C 1.884 -5.446 0.064
H 0.599 -7.114 -0.394
Be 0.297 -0.382 0.598
C -1.068 1.853 -0.395
C -0.690 -1.923 3.560
Te -1.270 -2.121 -0.054
N 0.019 1.081 -0.273
H 1.108 0.645 2.432
O -2.118 0.585 1.301
O -3.225 2.334 0.411
H 1.296 -1.880 2.659
H -1.379 -5.403 -0.604
C 0.060 3.140 -2.071
H 1.128 -0.922 4.127
H -0.533 0.401 2.499
H -0.819 -3.226 1.943
S 1.706 -3.742 0.169
C 0.624 -1.211 3.203
C -1.067 2.905 -1.303
N 0.371 -0.048 2.341
O 3.309 0.392 -1.223
C -0.363 -5.120 -0.372
H -0.848 -1.984 4.633
H 2.850 -5.904 0.194
H 0.097 -3.870 3.248
N -0.728 -3.316 3.019
O 1.824 -0.578 0.159
H 0.068 3.953 -2.785
H 2.088 2.472 -2.496
H -1.961 3.506 -1.374
H -1.561 -3.810 3.331
C 1.113 1.305 -1.010
C 0.015 -3.817 -0.174
H -1.545 -1.416 3.087
C 1.181 2.331 -1.927

Results
E_LUMO = -0.01896 Eh
Energy = -1650.71828 Ha
2S+1 = 1

natural (NBO) population analysis, charges in e, atoms 1 to 8:
1 C 0.74
2 C 0.75
3 C -0.26
4 C -0.45
5 H 0.22
6 Be 1.53
7 C 0.13
8 C -0.25